(1)
Density functional theory data (ωB97M-V/def2-TZVPD) for 3 unconnected molecules or ions with the total composition C22H19F16NO7.

ORCA input file:
```
! wB97M-V def2-TZVPD RIJCOSX def2/J DEFGRID3
* xyz 0 1
C 5.910 1.059 1.489
C 6.246 2.505 1.246
O 7.353 2.968 1.308
O 5.154 3.250 0.954
C 5.414 4.452 0.215
C 4.090 4.949 -0.416
C 2.859 4.256 0.110
C 2.420 4.483 1.429
C 1.319 3.837 1.953
C 0.656 2.937 1.136
C 1.062 2.730 -0.176
C 2.157 3.384 -0.709
C 0.118 1.752 -0.784
O -0.161 1.582 -1.930
N -0.524 1.035 0.337
O 0.447 0.061 0.775
C -0.517 2.066 1.395
O -1.352 2.137 2.240
H 4.828 0.919 1.496
H 6.302 0.735 2.450
H 6.311 0.462 0.671
H 5.784 5.206 0.911
H 6.166 4.263 -0.548
H 4.011 6.029 -0.296
H 4.153 4.759 -1.489
H 2.995 5.175 2.034
H 0.992 3.997 2.972
H 2.449 3.204 -1.736
H 0.670 -0.430 -0.028
F -3.718 -3.503 3.283
C -2.788 -2.707 3.847
F -2.463 -3.233 5.051
C -3.323 -1.289 4.056
F -4.342 -1.311 4.942
F -2.295 -0.603 4.635
C -3.723 -0.486 2.811
O -5.101 -0.433 2.486
C -5.703 -1.379 1.710
F -4.821 -2.244 1.176
F -6.305 -0.737 0.681
C -6.817 -2.112 2.469
F -6.321 -2.732 3.556
F -7.357 -3.047 1.654
H -1.893 -2.690 3.220
H -3.468 0.544 3.053
H -3.109 -0.749 1.949
H -7.588 -1.404 2.775
F 0.475 -3.802 -5.559
C -0.321 -4.803 -5.136
F -0.998 -5.282 -6.203
C -1.331 -4.303 -4.099
F -2.167 -3.410 -4.665
F -2.067 -5.401 -3.759
C -0.779 -3.742 -2.781
O -0.693 -2.334 -2.660
C 0.398 -1.631 -3.072
F 1.418 -2.430 -3.427
F 0.830 -0.900 -2.002
C 0.054 -0.617 -4.170
F -0.438 -1.258 -5.246
F 1.191 0.021 -4.532
H 0.293 -5.606 -4.720
H -1.519 -4.024 -2.034
H 0.151 -4.234 -2.496
H -0.674 0.104 -3.800
*
```

For the frontier orbital gap, the calculation gives 9.52 eV. For the energy above the lowest of the compared OMol25 structures with the same formula, charge and spin, the calculation gives 0.0 kcal per mole. The total energy is -3028.98686 a.u. As for the LUMO energy: -0.63 eV. As for the SMILES: CC(=O)OCCc1ccc2c(c1)C(=O)N(O)C2=O.FC(F)C(F)(F)COC(F)(F)C(F)F.FC(F)C(F)(F)COC(F)(F)C(F)F. The HOMO energy comes out at -10.146 eV. As for the largest force on an atom: 1.07 eV/A.

The net atomic charges from natural (NBO), expressed in e, are: number 1, C, carries -0.72; number 2, C, carries 0.80; number 3, O, carries -0.58; number 4, O, carries -0.53; number 5, C, carries -0.06; number 6, C, carries -0.45; number 7, C, carries 0.03; number 8, C, carries -0.18; number 9, C, carries -0.15; number 10, C, carries -0.16; number 11, C, carries -0.06; number 12, C, carries -0.20; number 13, C, carries 0.65; number 14, O, carries -0.50; number 15, N, carries -0.27; number 16, O, carries -0.57; number 17, C, carries 0.67; number 18, O, carries -0.48; number 19, H, carries 0.23; number 20, H, carries 0.24; number 21, H, carries 0.24; number 22, H, carries 0.19; number 23, H, carries 0.20; number 24, H, carries 0.23; number 25, H, carries 0.22; number 26, H, carries 0.22; number 27, H, carries 0.24; number 28, H, carries 0.23; number 29, H, carries 0.49; number 30, F, carries -0.32; number 31, C, carries 0.52; number 32, F, carries -0.32; number 33, C, carries 0.60; number 34, F, carries -0.31; number 35, F, carries -0.33; number 36, C, carries -0.14; number 37, O, carries -0.51; number 38, C, carries 0.85; number 39, F, carries -0.32; number 40, F, carries -0.32; number 41, C, carries 0.50; number 42, F, carries -0.32; number 43, F, carries -0.32; number 44, H, carries 0.14; number 45, H, carries 0.24; number 46, H, carries 0.21; number 47, H, carries 0.15; number 48, F, carries -0.32; number 49, C, carries 0.52; number 50, F, carries -0.32; number 51, C, carries 0.60; number 52, F, carries -0.31; number 53, F, carries -0.33; number 54, C, carries -0.13; number 55, O, carries -0.50; number 56, C, carries 0.86; number 57, F, carries -0.31; number 58, F, carries -0.35; number 59, C, carries 0.50; number 60, F, carries -0.32; number 61, F, carries -0.32; number 62, H, carries 0.14; number 63, H, carries 0.23; number 64, H, carries 0.21; number 65, H, carries 0.18

=====

(2)
Density functional theory data (ωB97M-V/def2-TZVPD) for a molecular structure, C3HInO2.

ORCA input file:
```
! wB97M-V def2-TZVPD RIJCOSX def2/J DEFGRID3
* xyz 3 2
C 1.441 -0.706 -2.196
H 1.935 -0.978 -3.119
C 0.871 -0.526 -1.130
O -1.212 -0.704 -0.700
C -0.159 -0.244 -0.168
In -0.947 1.220 2.215
O -0.090 0.385 0.885
*
```

For the frontier orbital gap (spin up / spin down), the calculation gives 9.76 / 4.88 eV. As for the expectation value of S²: 1.64. For the energy above the lowest of the compared OMol25 structures with the same formula, charge and spin, the calculation gives 28.4 kcal per mole. The total energy is -453.80125 a.u. As for the LUMO energy (spin up / spin down): -18.70 / -20.88 eV. The HOMO energy (spin up / spin down) comes out at -28.455 / -25.765 eV. As for the largest force on an atom: 8.31 eV/A.

The net atomic charges from Löwdin, expressed in e, are: number 1, C, carries 0.62; number 2, H, carries 0.18; number 3, C, carries 0.34; number 4, O, carries 0.49; number 5, C, carries -0.38; number 6, In, carries 1.78; number 7, O, carries -0.03